ORCA calculation (ωB97M-V/def2-TZVPD) on a cluster of 2 separate species, C4H7O2S in total.

HOMO level in eV: -2.1524
Net charge: -1
Orbital gap in hartree: 0.1821
Total energy in eV: -19192.484

Positions of all 14 atoms, in Å:
C: -3.52473 -0.01982 0.47148
C: 1.19013 0.77072 0.88659
C: 0.91393 -0.34150 -1.35945
C: 0.64197 -0.47729 0.11562
O: -3.79071 0.42050 -0.59905
O: -3.28994 -0.39980 1.54213
S: 1.40907 -1.96507 0.87721
H: 0.66685 1.11001 1.74024
H: 2.29146 0.83810 0.76215
H: 1.02980 1.59182 0.21549
H: 1.98893 -0.36233 -1.60261
H: 0.54688 0.63488 -1.63793
H: 0.39317 -1.14248 -1.74953
H: -0.46682 -0.65775 0.33766

***

ORCA calculation (ωB97M-V/def2-TZVPD) on a structure of composition C6H8.

HOMO level in eV: -9.1386
Orbital gap in hartree: 0.3797
Total energy in eV: -6348.565

Positions of all 14 atoms, in Å:
C: 0.69844 -0.90671 -0.41003
C: 0.64876 0.57409 -0.45747
C: -0.75398 0.50356 -0.97193
C: -0.77328 -0.67493 0.03459
C: -0.45148 -0.04469 1.46592
C: 0.44414 0.84050 1.06976
H: 0.93732 -1.47313 -1.40387
H: 1.53696 -1.31418 0.21233
H: 1.53102 1.07727 -0.78473
H: -1.42904 1.34343 -0.76234
H: -0.80460 0.32680 -2.05709
H: -1.53606 -1.40332 -0.03066
H: -1.03331 -0.26472 2.32694
H: 0.98511 1.41601 1.76857